# C5H7Br3O3

2 unconnected molecules or ions with the total composition C5H7Br3O3 (ωB97M-V/def2-TZVPD, the Open Molecules 2025 dataset).

Summary:
Strongest force on any atom   0.109 hartree/bohr
Molar mass   354.82 Da
Gap between HOMO and LUMO (alpha / beta)   4.54 / 8.77 eV
Multiplicity   2
LUMO energy (alpha / beta)   0.1142 / 0.1102 Eh
E   -8142.47871 a.u.
Total charge   -1
HOMO (alpha / beta)   -1.43 / -5.77 eV

CARTESIAN COORDINATES (ANGSTROEM)
C -0.126500 -12.881960 15.881850
C 0.304450 -12.819950 17.276400
C -0.270080 -13.989390 18.167720
O 0.854430 -14.777570 18.318100
C 1.968220 -14.028570 18.036630
O 3.024840 -14.221270 18.637230
O 1.687200 -13.014820 17.313850
H 0.140540 -11.983130 15.326060
H -1.214690 -12.827720 15.850190
H 0.189650 -13.745890 15.297250
H -0.086290 -11.819690 17.463250
H -1.083730 -14.425250 17.587980
H -0.576140 -13.684400 19.168430
C 0.183040 -10.382410 20.507860
Br 0.032670 -9.408520 22.232570
Br -1.227850 -10.290860 19.093010
Br 0.943310 -12.175570 20.734870
H 1.056530 -9.995660 19.982950

Cartesian forces (eV/Å) of the 3 atoms listed first:
-1.2 -0.3 -2.4
-2.2 -0.2 -0.1
-0.4 2.2 -0.9